C27H24BrP2S3W as an isolated structure, computed with ωB97M-V/def2-TZVPD.

The highest occupied orbital energy (spin up / spin down) is -11.0 / -11.0 eV. As for the net charge: +1. As for the HOMO-LUMO gap (spin up / spin down): 5.4 / 5.4 eV. The relative energy (zero: lowest compared OMol25 entry of this formula, charge and spin) is 240.76 kJ/mol.

Geometry as XYZ:
```
58
Properties=species:S:1:pos:R:3:nbo_charge:R:1
P 0.67 0.17 -0.24 1.042
H -3.17 -1.32 -1.82 0.230
Br 1.29 -3.03 0.93 -0.036
H 1.65 2.79 3.91 0.229
C 4.39 -0.84 -2.73 -0.190
C -2.32 -1.55 -2.45 -0.244
H -2.54 1.87 -0.86 0.260
C -0.52 1.17 -1.22 -0.721
H 1.20 0.20 -3.21 0.223
H -0.05 2.09 -1.59 0.259
C 2.06 2.51 0.08 -0.215
S -1.98 -4.06 -0.31 0.138
C -2.57 -4.19 1.31 -0.571
C 2.39 3.73 2.13 -0.175
H 0.87 -2.72 -2.30 0.229
C -1.69 1.49 -0.28 -0.728
H 5.29 -1.07 -3.29 0.231
H 2.77 4.60 2.65 0.232
H 5.29 -1.27 -0.82 0.232
H 3.25 -0.34 -4.47 0.221
H -0.91 -0.23 5.40 0.230
H 0.61 -2.59 -4.73 0.232
C -2.31 0.43 2.38 -0.361
C -0.20 -2.28 -4.09 -0.208
C -1.39 -1.83 -4.65 -0.176
C -1.43 -0.10 3.33 -0.211
C -3.50 1.56 4.15 -0.193
W -0.78 -1.96 0.22 0.527
C 2.10 -0.22 -1.30 -0.398
C 2.10 -0.12 -2.68 -0.209
H 3.26 -0.68 0.45 0.225
C -1.10 -1.95 -1.87 -0.274
S -3.41 -5.42 1.93 0.161
C -1.60 0.18 4.68 -0.194
C 3.25 -0.43 -3.39 -0.156
H -4.31 2.19 4.47 0.232
C -2.64 1.00 5.09 -0.173
H 2.21 2.43 -0.99 0.225
C 1.76 2.72 2.84 -0.189
C 1.27 1.61 2.17 -0.225
C -0.06 -2.34 -2.71 -0.250
H -1.50 -1.78 -5.73 0.231
H 3.07 4.39 0.20 0.232
H -1.42 2.25 0.45 0.253
H -4.02 1.68 2.07 0.221
C -2.45 -1.47 -3.83 -0.195
S -2.09 -2.76 2.17 0.176
H 0.81 0.82 2.74 0.222
C 1.39 1.51 0.79 -0.265
C 2.55 3.62 0.75 -0.197
P -2.21 -0.06 0.63 0.705
H -0.60 -0.73 3.03 0.202
C -3.33 1.27 2.80 -0.183
C 4.40 -0.95 -1.34 -0.199
H -2.78 1.20 6.14 0.232
H -0.86 0.59 -2.07 0.258
H -3.39 -1.15 -4.26 0.232
C 3.26 -0.63 -0.63 -0.184
```

=====

A 2-piece molecular cluster, C2H3BrClFIN overall, computed with ωB97M-V/def2-TZVPD.

Its expectation value of S² is 2.0081. The highest occupied orbital energy (spin up / spin down) is -5.9 / -10.0 eV. As for the net charge: 0. Its multiplicity is 3. As for the HOMO-LUMO gap (spin up / spin down): 6.4 / 5.9 eV.

Geometry as XYZ:
```
10
Properties=species:S:1:pos:R:3:nbo_charge:R:1
I 0.03 -0.19 3.60 -0.080
H 1.09 -1.23 3.33 0.082
C -1.13 0.76 -1.35 0.199
H 0.07 -1.04 0.15 0.205
F -1.25 1.50 -0.26 -0.298
N -0.26 -0.12 -1.65 -0.179
H 1.45 -1.20 -0.92 0.245
C 0.64 -0.58 -0.59 -0.256
Br -2.25 1.38 -2.59 0.120
Cl 1.60 0.70 0.27 -0.038
```

=====

One molecule with the formula C16H31N3O2, computed with ωB97M-V/def2-TZVPD.

The highest occupied orbital energy is -8.5 eV. As for the net charge: 0. As for the HOMO-LUMO gap: 9.3 eV. The relative energy (zero: lowest compared OMol25 entry of this formula, charge and spin) is 237.33 kJ/mol.

Geometry as XYZ:
```
52
Properties=species:S:1:pos:R:3:nbo_charge:R:1
C 4.14 -0.97 -2.01 -0.609
H 1.98 -2.19 0.81 0.226
H -1.73 3.37 -2.53 0.199
H -0.78 3.42 1.15 0.220
H -2.38 -2.60 -1.53 0.198
H -0.70 3.62 -0.60 0.223
H 5.12 1.61 2.35 0.206
H -2.35 0.45 0.94 0.185
H -0.47 -0.85 1.75 0.407
H 3.11 0.94 -1.98 0.174
H -2.03 -4.63 -0.17 0.225
C -0.62 -2.12 0.20 0.890
C 4.90 0.87 1.59 -0.606
O -1.95 -1.96 0.38 -0.530
C 1.80 -0.23 -0.06 -0.128
C -2.60 1.50 1.17 -0.224
H 4.81 -1.54 -1.38 0.210
H -4.33 1.00 2.35 0.207
H -4.33 2.65 1.71 0.210
H 1.60 -0.73 -1.02 0.242
H 4.70 0.93 -1.21 0.196
N -2.22 2.38 0.08 -0.439
C -2.98 -4.11 -0.12 -0.635
H -3.75 -2.12 -0.49 0.185
C 0.16 1.86 0.12 -0.034
H 2.78 1.16 1.73 0.197
H 3.25 -1.57 -2.19 0.206
H -3.06 2.43 -3.21 0.211
H -1.70 1.10 -1.53 0.179
C -0.87 2.90 0.20 -0.282
H 4.62 -0.78 -2.97 0.207
H 4.89 -0.12 2.04 0.208
C 3.79 0.35 -1.34 -0.210
H 5.69 0.89 0.84 0.201
H -3.37 -4.18 0.90 0.209
N 0.06 -1.49 1.19 -0.630
H 3.55 2.16 0.50 0.176
H -3.43 1.24 -1.15 0.195
N 3.21 0.13 -0.02 -0.453
C 3.55 1.16 0.95 -0.213
C -4.08 1.62 1.49 -0.605
H 1.86 -0.89 2.02 0.204
C -2.80 -2.66 -0.52 -0.069
H -3.38 3.63 -1.95 0.212
H -3.69 -4.59 -0.79 0.214
H -4.69 1.30 0.65 0.199
C 1.48 -1.25 1.06 -0.204
O -0.12 -2.76 -0.70 -0.658
H -2.03 1.79 2.06 0.189
C -2.50 1.81 -1.23 -0.222
C 0.88 0.91 0.03 -0.044
C -2.68 2.88 -2.30 -0.613
```